# 1
The following is a DFT calculation (ωB97M-V/def2-TZVPD) of 2 unconnected molecules or ions with the total composition CH2N4S.

Structure (ORCA input):
```
! RIJCOSX wB97M-V def2-TZVPD def2/J DEFGRID3
* xyz 0 1
C 0.12213 -0.22055 -0.33428
H 2.90419 -0.42315 0.21300
H -0.80034 1.54050 -0.58979
N -0.14589 -1.28137 0.34970
N -1.29669 -0.85510 0.90500
N -1.71076 0.33151 0.61289
N -0.74621 0.70721 -0.14518
S 1.67356 0.20095 -1.01137
*
```

Results
E_HOMO = -0.3647 Eh
Gap between HOMO and LUMO = 0.319 hartree

Quick look at the Mulliken charges, all values in e: 0.499 0.186 0.150 -0.271 -0.193 -0.359 0.304 -0.317

=====

# 2
The following is a DFT calculation (ωB97M-V/def2-TZVPD) of 2 unconnected molecules or ions with the total composition CH7N4S.

Structure (ORCA input):
```
! RIJCOSX wB97M-V def2-TZVPD def2/J DEFGRID3
* xyz 1 1
C -0.14938 0.69598 1.16408
N -0.95796 1.73941 1.07478
N 0.65967 0.10217 -1.38912
N -0.48293 -0.33189 -0.84602
N -0.39690 -1.60592 -0.71000
S 0.73710 0.21070 2.56037
H -1.19686 2.12528 0.16498
H -1.27617 2.15965 1.92537
H 0.94529 1.04280 -1.35055
H 1.49910 -0.46513 -1.32253
H 1.63048 -0.45555 1.85701
H -1.28806 -2.10634 -0.71653
H 0.42414 -2.03546 -1.04090
*
```

Results
E_HOMO (spin up / spin down) = -0.4551 / -0.4551 Eh
Gap between HOMO and LUMO (spin up / spin down) = 0.283 / 0.283 hartree

Here are the Mulliken charges for atoms 1 to 8, given in e: 0.097 -0.261 -0.306 0.204 -0.248 -0.121 0.239 0.214

=====

Record-wise energy above the lowest of the compared OMol25 structures with the same formula, charge and spin values, in kcal/mol: 65.1, 79.1